Density functional theory data (ωB97M-V/def2-TZVPD) for C18H48ClHoO2P2Si4Te as an isolated structure at a distorted geometry.

As for the HOMO-LUMO gap (spin up / spin down): 4.818 / 4.938 eV. The value obtained for the calculated total energy is -119232.139 eV. The multiplicity is 5. Its charge is +2.

Atoms and positions in Å:
C  2.69144  -2.94325  0.37057
C  2.15767  -1.57752  0.54832
H  1.93238  -3.63875  -0.00306
H  3.11101  -3.33553  1.29841
H  3.55989  -2.94414  -0.29553
O  1.00731  -1.23857  0.14321
Cl  3.18769  -0.47691  1.37382
Ho  -0.88570  0.62523  -0.18218
P  -1.29634  -0.22136  2.45322
C  -2.84683  -1.20992  2.38547
C  -0.21957  -1.41312  3.32271
H  -0.53528  -1.51047  4.37118
H  -1.81722  0.46648  4.74234
H  0.82310  -1.07769  3.28300
H  -0.71906  1.61640  3.91026
H  -2.63429  -2.15777  1.87047
H  -0.27863  -2.39657  2.83994
C  -1.61801  0.99192  3.79549
H  -3.19260  -1.42086  3.40732
H  -2.46235  1.65402  3.55098
H  -3.63757  -0.68525  1.83217
P  0.84905  0.74245  -2.37609
C  -0.04692  0.26844  -3.89826
C  1.52615  2.39348  -2.81080
H  3.03558  -0.13807  -1.72286
H  2.86819  0.00745  -3.50092
H  2.08358  -1.34030  -2.62321
C  2.35372  -0.27754  -2.57138
H  2.17057  2.73469  -1.98569
H  2.11623  2.31128  -3.73869
H  0.61750  0.40282  -4.76340
H  -0.95415  0.87095  -4.02522
H  0.70947  3.12175  -2.93979
H  -0.33628  -0.78664  -3.81531
C  -2.33681  -0.70543  -1.49719
O  -2.99024  -1.37672  -2.18081
C  -1.63484  7.15952  0.76433
Si  -2.48212  6.36149  -0.72053
C  -3.99666  7.41941  -1.08177
C  -1.33117  6.36337  -2.21088
Si  -3.02663  4.04995  -0.37919
Te  -0.77679  3.40680  0.53462
Si  -4.57163  3.89527  1.38199
C  -6.14332  4.83973  0.96231
C  -4.94878  2.07328  1.64795
C  -3.80784  4.60863  2.94270
Si  -4.15873  3.29486  -2.29762
C  -5.49842  4.51291  -2.81767
C  -2.86446  3.13532  -3.64061
C  -5.02482  1.65063  -2.04717
H  -1.37125  8.18918  0.47559
H  -0.71506  6.64460  1.06825
H  -2.29243  7.22540  1.64187
H  -3.65876  8.46145  -1.18072
H  -4.49879  7.14743  -2.01557
H  -4.73595  7.39163  -0.27285
H  -0.48389  5.67950  -2.07723
H  -1.84088  6.09286  -3.14422
H  -0.92768  7.37907  -2.33085
H  -6.69706  4.37548  0.13753
H  -6.79961  4.82377  1.84489
H  -5.97347  5.89122  0.70495
H  -4.04605  1.46571  1.78268
H  -5.54793  1.98032  2.56481
H  -5.52640  1.63072  0.83006
H  -2.81208  4.20104  3.15086
H  -3.71824  5.70079  2.89225
H  -4.45958  4.36470  3.79398
H  -5.09327  5.47560  -3.14840
H  -6.03904  4.07658  -3.67112
H  -6.23662  4.70721  -2.03086
H  -1.93270  2.67629  -3.28856
H  -3.28105  2.49900  -4.43340
H  -2.61093  4.10505  -4.08543
H  -4.34725  0.83029  -1.78528
H  -5.81413  1.69875  -1.28910
H  -5.50055  1.37984  -3.00135